DFT (ωB97M-V/def2-TZVPD) results for a 2-piece molecular cluster, C3H10N2O2 overall at a distorted geometry.

Atoms and positions in Å:
C: -0.5996 1.8152 1.3497
N: -0.0287 1.2232 0.1682
C: -0.3884 0.0134 -0.3263
O: -1.3311 -0.8143 -0.2417
C: 0.5488 -0.3526 -1.4650
N: 0.5991 0.3796 -2.7839
H: -1.3303 1.2855 1.8659
H: -0.8173 2.9775 1.2456
H: 0.1826 1.9686 1.9303
H: 0.8496 1.5952 -0.1910
H: 1.5797 -0.5859 -1.0458
H: 0.2664 -1.3933 -1.6336
H: -0.3262 0.7227 -2.9816
H: 1.0619 -0.1242 -3.5840
O: -0.3362 -2.9093 2.8292
H: 0.3498 -3.5635 2.7060
H: -0.2800 -2.2379 2.1582

Output
energy relative to the best compared isomer or geometry (same formula, charge and spin) = 2.715 eV
max |F| = 5.042 eV/Å
E_LUMO = 0.63 eV
HOMO = -9.15 eV
molecular weight = 106.12 g/mol
E = -380.2369 Ha

DFT (ωB97M-V/def2-TZVPD) results for a 2-piece molecular cluster, C3H10N2O2 overall at a distorted geometry.

Atoms and positions in Å:
N: 2.6721 1.0539 0.2148
C: 1.9294 -0.1146 -0.3062
N: 0.5377 -0.1608 0.1006
C: -0.1889 -1.2584 -0.4917
C: -1.6459 -1.2733 -0.0992
O: -2.0306 -0.9075 0.9750
H: 3.0052 1.5300 -0.6228
H: 1.9764 1.7580 0.4418
H: 2.0032 -0.1520 -1.3972
H: 2.4539 -1.0193 0.0399
H: 0.5220 -0.1701 1.1135
H: 0.2063 -2.2548 -0.2323
H: -0.1270 -1.1243 -1.5742
H: -2.3383 -1.6822 -0.8562
O: -1.5060 2.0361 -0.1214
H: -1.1298 2.4973 -0.8488
H: -0.8387 1.3693 0.0429

Output
energy relative to the best compared isomer or geometry (same formula, charge and spin) = 2.052 eV
max |F| = 1.347 eV/Å
E_LUMO = 0.67 eV
HOMO = -9.70 eV
molecular weight = 106.12 g/mol
E = -380.2613 Ha

DFT (ωB97M-V/def2-TZVPD) results for one molecule with the formula C3H10N2O2 at a distorted geometry.

Atoms and positions in Å:
C: 0.5516 1.2088 1.3796
C: 0.0445 0.1810 0.4055
N: 0.0252 -1.1303 0.8548
O: -1.6022 0.6490 0.0874
C: 0.5821 0.3051 -1.0446
N: -0.4213 -0.2384 -1.9765
O: -0.6072 -1.6730 -1.6598
H: 0.1709 2.1890 1.0804
H: 0.1789 1.0303 2.3927
H: 1.6457 1.2457 1.3821
H: 0.7690 -1.7150 0.4641
H: -0.3038 -1.2215 1.8121
H: -2.1416 -0.1542 0.0838
H: 0.6846 1.3663 -1.2904
H: 1.5597 -0.1892 -1.1256
H: -1.3762 0.2137 -1.4642
H: 0.2400 -2.0672 -1.3813

Output
energy relative to the best compared isomer or geometry (same formula, charge and spin) = 4.561 eV
max |F| = 3.736 eV/Å
E_LUMO = 0.62 eV
HOMO = -8.31 eV
molecular weight = 106.12 g/mol
E = -380.1690 Ha

DFT (ωB97M-V/def2-TZVPD) results for a 3-piece molecular cluster, C3H10N2O2 overall at a distorted geometry.

Atoms and positions in Å:
N: -1.0944 0.1027 0.9125
C: -0.0311 0.0761 -0.0664
C: -0.5121 -0.8969 -1.2972
C: 1.3756 -0.3625 0.3011
N: 1.4215 -1.1756 1.3892
O: 2.2260 0.0963 -0.4268
H: -1.3698 -0.8418 1.1909
H: 1.7151 2.1167 0.9165
H: -0.1086 1.0699 -0.5261
H: -0.8098 -1.8117 -0.7749
H: 0.2509 -0.8515 -2.0708
H: -1.4719 -0.5348 -1.6541
H: 2.1496 -1.8822 1.4987
H: 1.6254 2.6214 1.4458
H: -1.9129 0.6978 0.5826
H: -3.5022 2.1015 -0.7682
O: -2.7982 1.4153 -0.7178

Output
energy relative to the best compared isomer or geometry (same formula, charge and spin) = 7.296 eV
max |F| = 2.858 eV/Å
expectation value of S² = 1.7725
E_LUMO (spin up / spin down) = -7.39 / -8.24 eV
multiplicity = 2
HOMO (spin up / spin down) = -15.39 / -15.01 eV
total charge = +1
molecular weight = 106.12 g/mol
E = -379.7526 Ha

DFT (ωB97M-V/def2-TZVPD) results for a 2-piece molecular cluster, C3H10N2O2S overall at a distorted geometry.

Atoms and positions in Å:
N: -0.9548 -1.6519 -0.6123
C: -0.4443 -0.3710 -0.1433
C: 1.0513 -0.1445 -0.5037
S: 1.2335 0.2014 -2.3344
C: -0.4473 -0.3577 1.4518
N: 0.3957 -1.4183 1.8044
O: -0.1222 0.9580 1.8405
H: -0.2856 -2.3718 -0.3227
H: -0.7572 -1.7419 -1.6109
H: -1.0828 0.3830 -0.5964
H: 1.4447 0.6800 0.1051
H: 1.6642 -1.0157 -0.3156
H: 0.5912 1.3639 -2.1361
H: 0.8048 -1.2426 2.7334
H: -1.4420 -0.7316 1.7378
H: -0.8858 3.3151 -1.2857
H: -0.4646 1.5686 1.1927
O: -0.2987 2.5770 -1.0044

Output
energy relative to the best compared isomer or geometry (same formula, charge and spin) = 6.114 eV
max |F| = 2.245 eV/Å
expectation value of S² = 1.7024
E_LUMO (spin up / spin down) = -8.76 / -7.31 eV
multiplicity = 2
HOMO (spin up / spin down) = -13.87 / -14.55 eV
total charge = +1
molecular weight = 138.19 g/mol
E = -777.9771 Ha

DFT (ωB97M-V/def2-TZVPD) results for a 4-piece molecular cluster, C3H10N2O3 overall at a distorted geometry.

Atoms and positions in Å:
C: -0.1693 -0.3125 1.8885
C: 0.5807 -0.3843 0.7089
N: -0.2648 -0.8593 -0.3213
C: -1.4820 -1.1020 0.1871
N: -1.4882 -0.8507 1.5732
H: 0.0518 -0.1411 2.9212
H: 1.7299 -0.1895 0.7293
H: -2.2029 -1.6846 -0.3371
H: -2.1581 -0.9207 2.2841
H: 0.8642 -1.0737 -2.5319
H: 1.7966 0.1683 -2.9328
O: 1.4522 -0.6443 -3.1810
H: -0.7895 0.3340 -3.0057
H: -0.3974 0.6892 -1.5070
O: -0.5340 1.0799 -2.4061
H: 1.0352 2.8708 2.9476
H: 0.8697 2.4071 1.6432
O: 1.3187 2.1022 2.3770

Output
energy relative to the best compared isomer or geometry (same formula, charge and spin) = 2.284 eV
max |F| = 3.944 eV/Å
expectation value of S² = 0.7614
E_LUMO (spin up / spin down) = 3.71 / 3.61 eV
multiplicity = 2
HOMO (spin up / spin down) = 1.21 / -3.80 eV
total charge = -1
molecular weight = 122.12 g/mol
E = -455.4475 Ha

Question: Among the records above, which one has the lowest energy relative to the best compared isomer or geometry (same formula, charge and spin)?
Answer: number 2

Question: What is the molecular weight in the fourth record?
Answer: 106.12 g/mol